This record from the OMol25 dataset describes one molecule with the formula C14H14ClN3O. The level of theory is wB97M-V/def2-TZVPD.

Structure (XYZ):
```
33
Properties=species:S:1:pos:R:3:forces:R:3:nbo_charge:R:1
O -0.3198 -2.4979 -1.0024 0.301 -0.399 -0.141 -0.6541
C -0.9464 -1.5202 -0.6559 -0.123 0.310 0.245 0.7947
N -0.4066 -0.2848 -0.5126 0.029 0.112 0.251 -0.6300
C 0.9937 -0.0488 -0.7520 0.118 -0.108 0.115 -0.2072
C 1.8095 -0.0447 0.5525 -0.048 -0.032 -0.285 -0.4331
C 3.2645 0.1380 0.2458 0.105 0.048 0.102 0.0258
C 3.8719 1.3862 0.3125 0.030 -0.168 -0.047 -0.2602
C 5.2138 1.4954 -0.0164 -0.174 0.234 0.064 0.0407
N 5.9567 0.4713 -0.3973 0.519 0.079 -0.114 -0.4234
C 5.3797 -0.7168 -0.4658 -0.163 -0.270 -0.020 0.0441
C 4.0474 -0.9381 -0.1592 0.011 0.182 0.026 -0.2646
N -2.2926 -1.6290 -0.3468 -0.250 -0.468 -0.088 -0.6413
C -3.2104 -0.6399 0.0080 -0.082 0.319 0.031 0.1187
C -3.9990 -0.8170 1.1460 0.055 0.075 -0.058 -0.2251
C -4.9311 0.1283 1.5255 -0.033 -0.060 -0.021 -0.1866
C -5.0958 1.2801 0.7737 0.018 0.031 -0.059 -0.2158
C -4.3464 1.4636 -0.3742 -0.013 0.033 0.069 -0.2136
C -3.4233 0.5069 -0.7649 0.052 -0.122 -0.013 -0.0745
Cl -2.5816 0.7250 -2.2669 -0.274 0.103 -0.141 0.0206
H -0.9468 0.4497 -0.0862 -0.022 -0.087 -0.049 0.3971
H 1.3450 -0.8563 -1.3982 0.003 0.172 0.015 0.2364
H 1.1143 0.9060 -1.2723 0.039 -0.088 -0.014 0.1966
H 1.6510 -0.9996 1.0572 -0.049 0.037 0.031 0.2247
H 1.4544 0.7599 1.2007 -0.004 -0.048 0.036 0.2055
H 3.3112 2.2565 0.6202 -0.048 0.095 0.044 0.2119
H 5.7219 2.4502 0.0267 -0.038 0.119 0.037 0.1904
H 6.0217 -1.5289 -0.7811 -0.025 -0.132 -0.016 0.1921
H 3.6219 -1.9275 -0.2298 -0.035 -0.142 -0.011 0.2223
H -2.5854 -2.5858 -0.2080 0.140 0.109 -0.094 0.4162
H -3.8645 -1.7153 1.7303 0.069 -0.067 0.077 0.2203
H -5.5264 -0.0323 2.4111 -0.047 -0.019 0.082 0.2191
H -5.8163 2.0266 1.0684 -0.066 0.079 0.020 0.2212
H -4.4861 2.3390 -0.9884 0.007 0.073 -0.074 0.2312
```
Forces are in eV/Å.

Summary:
Orbital gap, eV: 9.70
Total charge: 0
E_tot, Eh: -1241.629149
F_max, hartree/bohr: 0.0105
LUMO, eV: 0.6
SMILES string: O=C(NCCc1ccncc1)Nc1ccccc1Cl

=====

This record from the OMol25 dataset describes one molecule with the formula C14H14ClN5O2. The level of theory is wB97M-V/def2-TZVPD.

Structure (XYZ):
```
36
Properties=species:S:1:pos:R:3:forces:R:3:nbo_charge:R:1
C 5.8410 1.1762 -1.3050 0.014 0.109 -0.216 -0.2553
O 5.7598 0.5281 -0.0579 -0.059 -0.173 0.285 -0.5044
C 4.6125 -0.1171 0.2720 -0.077 -0.066 0.169 0.3986
C 4.6019 -0.7431 1.5212 0.107 0.122 -0.154 -0.2756
C 3.4828 -1.4239 1.9480 0.038 0.047 -0.029 -0.1751
C 2.3555 -1.4970 1.1439 -0.097 0.000 -0.139 -0.2414
C 2.3574 -0.8851 -0.0987 -0.036 -0.200 0.133 -0.0174
C 1.1257 -0.9138 -0.9679 0.147 0.052 -0.172 -0.2310
N 0.3103 0.2586 -0.7007 0.151 0.035 0.017 -0.5752
C -0.9979 0.2563 -0.4337 -0.574 0.019 -0.016 0.5829
N -1.6487 1.2996 0.0358 0.486 0.319 0.049 -0.5257
C -2.9433 0.9342 0.1207 -0.240 -0.712 -0.239 0.5565
N -3.9623 1.6337 0.5241 0.244 0.533 0.164 -0.5106
C -5.1641 1.0314 0.5012 -0.043 -0.375 -0.126 0.2542
C -6.3159 1.8580 0.9672 0.006 -0.004 -0.001 -0.6501
C -5.3425 -0.2679 0.0730 -0.156 -0.019 0.018 -0.2505
Cl -6.9127 -0.9882 0.0541 -0.035 -0.041 -0.009 0.0176
C -4.2668 -1.0997 -0.3825 0.105 0.038 0.018 0.5948
O -4.2638 -2.2443 -0.7940 0.096 -0.188 -0.083 -0.6279
N -3.0770 -0.3731 -0.3026 0.159 0.691 0.186 -0.2332
N -1.8192 -0.8153 -0.6310 0.002 -0.187 0.060 -0.4106
C 3.4814 -0.1911 -0.5326 0.162 0.108 -0.139 -0.3391
H 6.8387 1.6095 -1.3463 -0.087 -0.012 -0.045 0.2056
H 5.7197 0.4708 -2.1332 -0.010 0.028 0.034 0.1768
H 5.0975 1.9750 -1.3926 0.017 -0.041 0.001 0.1763
H 5.4872 -0.6780 2.1327 0.114 0.004 0.079 0.2277
H 3.4851 -1.9038 2.9145 0.016 -0.043 0.094 0.2203
H 1.4810 -2.0311 1.4829 -0.118 -0.070 0.033 0.2148
H 1.4098 -0.9204 -2.0278 -0.042 -0.144 0.141 0.2035
H 0.5424 -1.8113 -0.7553 0.034 0.020 -0.026 0.2069
H 0.7918 1.1036 -0.4328 -0.113 -0.011 0.031 0.4236
H -7.0538 1.9530 0.1729 -0.108 0.017 -0.010 0.2328
H -5.9539 2.8393 1.2552 0.006 0.033 0.011 0.2360
H -6.8022 1.3783 1.8144 -0.100 -0.004 0.046 0.2328
H -1.7166 -1.6811 -1.1357 -0.063 0.064 -0.033 0.4450
H 3.4591 0.2797 -1.5035 0.054 0.048 -0.134 0.2162
```
Forces are in eV/Å.

Summary:
Orbital gap, eV: 8.47
Total charge: 0
E_tot, Eh: -1426.358029
F_max, hartree/bohr: 0.0153
LUMO, eV: 0.3
Energy above the lowest of the compared OMol25 structures with the same formula, charge and spin, kcal/mol: 0.0
SMILES string: COc1cccc(CNc2nc3nc(C)c(Cl)c(=O)n3[nH]2)c1

=====

This record from the OMol25 dataset describes C14H14F5GaN4O2S2 as an isolated structure. The level of theory is wB97M-V/def2-TZVPD.

Structure (XYZ):
```
42
Properties=species:S:1:pos:R:3:forces:R:3:nbo_charge:R:1
Ga -1.3740 0.8732 0.6660 0.265 0.077 -0.130 1.3842
C -3.1596 3.1744 4.2874 0.031 -0.016 0.060 -0.2578
O -3.8759 2.8779 3.0413 0.002 0.051 -0.018 -0.4307
C -3.2622 2.2154 2.1325 -0.040 -0.181 -0.068 0.9331
O -2.0894 1.7789 2.2332 -0.154 0.260 0.015 -0.7397
N -3.9924 1.9785 1.0165 -0.005 -0.003 0.167 -0.4513
N -3.3718 1.2738 -0.0287 -0.464 -0.136 0.134 -0.6766
H -3.8162 3.8453 4.8260 -0.025 0.002 -0.016 0.2391
H -2.2120 3.6501 4.0558 -0.010 0.013 -0.028 0.2171
H -3.0117 2.2478 4.8336 -0.004 -0.007 -0.003 0.2143
H -4.9664 2.2462 0.9612 0.038 0.030 -0.035 0.4442
H -3.4446 1.8203 -0.8901 0.256 -0.095 0.074 0.4310
H -3.8343 0.3776 -0.1821 -0.192 0.053 0.005 0.4197
F 5.0905 0.7460 -1.2095 -0.057 0.028 0.018 -0.2546
C 3.8300 1.1199 -1.0921 0.093 -0.029 -0.030 0.2909
C 3.2063 1.8087 -2.1217 0.072 0.002 -0.080 0.2916
F 3.8799 2.1044 -3.2188 -0.028 -0.013 0.034 -0.2547
C 1.8710 2.1581 -2.0090 -0.032 -0.005 -0.028 0.3410
F 1.2824 2.7804 -3.0235 -0.020 -0.001 0.004 -0.2733
C 1.1361 1.8533 -0.8708 -0.038 0.067 -0.004 -0.2889
S -0.5707 2.3036 -0.7905 0.288 0.008 -0.009 -0.1744
C 1.8000 1.2040 0.1541 0.008 -0.075 0.000 0.2804
F 1.1223 0.8859 1.2854 -0.061 -0.022 -0.041 -0.3045
C 3.1169 0.8067 0.0544 0.033 -0.048 0.081 0.3189
F 3.6832 0.1111 1.0349 -0.008 0.069 -0.019 -0.2780
C 1.9544 -4.7290 0.0969 -0.071 0.002 0.009 -0.6763
C 1.1456 -3.5473 -0.3086 0.050 -0.038 0.092 0.3501
C 1.1242 -2.9867 -1.5571 0.002 0.030 -0.064 -0.3022
C 0.3949 -1.8098 -1.7666 0.037 0.097 -0.033 0.3775
N -0.2990 -1.2391 -0.7696 -0.081 -0.039 -0.003 -0.5170
C -0.3210 -1.8226 0.4128 -0.015 -0.010 -0.012 0.3346
S -1.2766 -1.1324 1.6910 0.093 -0.066 -0.149 -0.1175
N 0.3904 -2.9426 0.6514 -0.008 -0.030 0.055 -0.4999
C 0.3448 -1.1521 -3.0998 -0.022 -0.059 0.007 -0.6762
H 2.4993 -5.1308 -0.7520 -0.009 -0.003 -0.006 0.2674
H 1.3219 -5.5148 0.5147 -0.020 0.016 -0.016 0.2658
H 2.6728 -4.4330 0.8648 0.013 -0.009 -0.007 0.2672
H 1.6802 -3.4412 -2.3643 0.032 0.023 0.018 0.2677
H 0.3775 -3.3379 1.5860 0.021 0.006 -0.006 0.4522
H 1.3194 -1.1677 -3.5864 0.013 0.008 0.016 0.2603
H -0.0284 -0.1347 -3.0192 0.015 0.032 0.022 0.2509
H -0.3378 -1.7199 -3.7397 0.006 0.010 -0.005 0.2742
```
Forces are in eV/Å.

Summary:
Orbital gap, eV: 7.72
Total charge: +2
E_tot, Eh: -4131.416696
F_max, hartree/bohr: 0.0098
LUMO, eV: -6.7
Energy above the lowest of the compared OMol25 structures with the same formula, charge and spin, kcal/mol: 2.4

=====

This record from the OMol25 dataset describes C14H14I2MnO4SSeTl as an isolated structure at a distorted geometry. The level of theory is wB97M-V/def2-TZVPD.

Structure (XYZ):
```
38
Properties=species:S:1:pos:R:3:forces:R:3:mulliken_spin:R:1
I 1.4990 -3.6704 -0.5528 0.290 -0.679 -0.186 0.9747
I 1.3633 3.7316 -0.3182 -0.241 0.276 -0.067 0.8682
Mn 0.0811 1.6215 -0.2497 2.514 -1.785 0.288 1.1735
Tl -0.0047 -1.4780 0.0998 0.815 1.912 -0.775 0.0066
S 1.0187 0.3349 -1.7414 0.194 -1.131 -0.461 0.1648
C -2.1089 -1.8220 -1.8039 -2.408 -3.112 -1.508 -0.0070
C -1.7488 -2.0588 1.6291 -1.428 -3.168 3.591 0.0031
C 0.5004 0.1630 -3.5847 -0.084 -0.106 -0.993 -0.0212
C 1.3451 1.2214 -4.3110 0.640 0.375 0.711 0.0115
C -0.9863 0.3896 -3.7916 -0.138 0.340 0.097 0.0045
C 0.8991 -1.2299 -4.0588 0.509 -0.198 0.449 0.0444
C -0.8160 2.0917 1.2144 -4.184 3.971 5.579 -0.0415
C -1.4429 1.9994 -1.1190 -5.097 4.110 -3.244 -0.0492
O -2.1069 -2.7243 2.4934 1.060 2.664 -3.329 -0.0009
O -2.8024 -2.5471 -2.3621 2.336 2.680 1.783 0.0013
O -1.4473 2.5537 2.0946 2.950 -2.507 -3.901 -0.0270
O -2.3185 2.5871 -1.6082 3.337 -2.920 1.948 0.0239
H 1.1088 1.2649 -5.3886 -0.127 -0.226 0.431 0.0020
H 2.4190 0.9934 -4.2069 -0.335 0.112 -0.170 -0.0002
H 1.1678 2.2209 -3.8835 -0.011 -0.194 -0.288 0.0005
H -1.3032 -0.1800 -4.6721 0.018 0.217 0.078 -0.0007
H -1.1925 1.4486 -3.9685 -0.144 -0.150 0.040 -0.0006
H -1.5879 0.0360 -2.9531 -0.038 0.110 -0.120 -0.0030
H 0.6685 -1.3064 -5.1302 0.071 0.026 0.272 -0.0029
H 0.3493 -2.0193 -3.5392 -0.174 -0.049 -0.061 -0.0136
H 1.9712 -1.4187 -3.9243 -0.154 0.075 -0.126 -0.0036
Se 1.5931 0.4348 1.6402 -0.386 -1.344 0.711 0.0605
C 0.8873 -0.0263 3.4091 0.206 0.430 -1.558 0.3112
C -0.4814 -0.0535 3.6527 -1.377 0.017 0.995 -0.0193
C -0.9516 -0.1903 4.9545 -0.774 0.240 -2.002 0.1925
C -0.0426 -0.3515 6.0082 0.502 -0.059 1.243 0.2310
C 1.3394 -0.4033 5.7517 1.242 0.011 -1.017 0.0939
C 1.8086 -0.2792 4.4386 0.533 0.003 1.605 0.0286
H -1.1705 0.0973 2.8292 -0.078 0.106 0.312 -0.0107
H -2.0230 -0.1467 5.1456 0.210 -0.040 0.057 0.0049
H -0.4074 -0.4350 7.0417 0.145 0.007 -0.446 -0.0057
H 2.0531 -0.5299 6.5699 -0.254 -0.015 -0.246 0.0079
H 2.8696 -0.3189 4.1949 -0.139 0.001 0.309 -0.0025
```
Forces are in eV/Å.

Summary:
Orbital gap (alpha / beta), eV: 5.69 / 4.87
Multiplicity: 5
Total charge: +4
E_tot, Eh: -5559.468471
F_max, hartree/bohr: 0.1561
LUMO (alpha / beta), eV: -16.1 / -17.2
Energy above the lowest of the compared OMol25 structures with the same formula, charge and spin, kcal/mol: 0.0